[1]
DFT (the ωB97M-V functional and the def2-TZVPD basis) results for one molecule with the formula C4H8N2O2 in a non-equilibrium geometry.

Each line ends with the Mulliken charge.
Positions of all 16 atoms, in Å:
H1 -1.66 -1.36 -1.09  0.2643
N1 -0.96 -1.45 -1.82  -0.7159
C1 0.23 -1.29 -1.44  0.1007
N2 0.69 -1.03 -0.16  0.2296
O1 2.05 -0.79 0.03  -0.4404
C2 -0.16 -0.97 1.00  -0.7890
O2 -0.99 0.15 0.92  -0.3379
C3 -0.24 1.34 0.77  0.0861
C4 -0.72 2.41 0.16  -0.7270
H2 1.03 -1.39 -2.16  0.4046
H3 2.27 0.07 -0.36  0.3489
H4 -0.82 -1.84 1.04  0.4164
H5 0.50 -0.93 1.88  0.3319
H6 0.68 1.36 1.35  0.3128
H7 -1.64 2.37 -0.39  0.2572
H8 -0.24 3.36 0.27  0.2578

The value obtained for the LUMO energy is 0.701 eV. As for the SMILES: [H]/N=C\N(O)COC=C. Its max |F| is 1.54 eV/A.



[2]
DFT (the ωB97M-V functional and the def2-TZVPD basis) results for an isolated ion of composition C3H2NOS and charge -1 in a non-equilibrium geometry.

Each line ends with the Mulliken charge.
Positions of all 8 atoms, in Å:
O1 -0.70 -1.63 0.02  -0.3477
N1 -1.12 -0.28 0.01  -0.4905
C1 -0.20 0.64 -0.01  -0.2544
C2 1.18 0.43 -0.01  -0.6026
C3 2.38 0.18 -0.05  0.6607
S1 3.99 -0.25 0.02  -0.5044
H1 0.14 -1.64 -0.42  0.2873
H2 -0.48 1.73 -0.02  0.2516

Its charge is -1. The value obtained for the LUMO energy is 3.817 eV. As for the SMILES: O/N=C\C#C[S-]. Its max |F| is 1.85 eV/A.



[3]
DFT (the ωB97M-V functional and the def2-TZVPD basis) results for C16H46O25P5V as an isolated structure in a non-equilibrium geometry.

Each line ends with the Mulliken charge.
Positions of all 93 atoms, in Å:
O1 4.68 -0.08 -1.87  -0.5831
V1 3.80 -0.68 -0.59  1.0429
O2 4.63 -1.82 0.12  -0.5649
O3 -0.10 0.11 -0.16  -0.0233
C1 1.17 -0.17 -0.29  1.2603
O4 1.85 0.58 -0.98  -0.9390
O5 1.78 -1.14 0.26  -0.8729
H1 -0.10 0.80 -0.83  0.1595
C2 -4.28 5.33 0.28  -0.6414
O6 -2.86 5.38 0.15  -0.2629
P1 -1.91 5.47 -1.11  1.0502
O7 -0.45 5.35 -0.81  -0.6752
O8 -2.67 4.45 -2.06  -0.3442
C3 -2.43 3.12 -2.13  -0.7994
O9 -2.39 6.79 -1.86  -0.3291
C4 -2.04 8.07 -1.25  -0.7278
H2 -4.76 6.16 0.79  0.2945
H3 -4.61 4.37 0.66  0.2159
H4 -4.66 5.32 -0.74  0.3194
H5 -1.46 2.80 -1.73  0.3572
H6 -2.57 2.72 -3.13  0.2884
H7 -3.33 2.73 -1.66  0.3759
H8 -1.45 8.61 -2.00  0.2718
H9 -1.38 8.04 -0.38  0.3524
H10 -2.97 8.54 -0.92  0.2701
C5 -4.89 -0.44 4.79  -0.7018
O10 -3.52 -0.93 4.46  -0.2218
P2 -3.31 -1.93 3.23  0.8273
O11 -4.20 -3.11 3.22  -0.7301
O12 -1.66 -2.13 3.20  -0.0392
C6 -1.00 -3.19 2.46  -0.3414
O13 -3.47 -0.93 1.98  -0.3287
C7 -2.96 0.39 2.14  -0.2925
H11 -4.87 0.55 4.33  0.2630
H12 -5.03 -0.36 5.87  0.2330
H13 -5.61 -1.17 4.41  0.3440
H14 -0.20 -2.73 1.88  -0.2615
H15 -1.60 -3.72 1.72  0.4171
H16 -0.47 -3.86 3.13  0.3232
H17 -2.34 0.56 3.02  0.2606
H18 -3.70 1.19 2.14  0.2654
H19 -2.28 0.49 1.29  -0.0156
C8 1.20 0.05 3.31  -0.4574
O14 1.06 -0.13 4.74  -0.2084
P3 0.91 1.21 5.64  1.1328
O15 0.45 2.45 5.01  -0.7164
O16 2.40 1.20 6.45  -0.3413
C9 2.67 2.33 7.27  -0.7299
O17 -0.04 0.76 6.89  -0.2844
C10 0.19 -0.34 7.73  -0.6001
H20 2.18 -0.37 3.07  0.2945
H21 0.89 1.01 2.90  0.4378
H22 0.60 -0.72 2.83  -0.2135
H23 2.14 3.21 6.92  0.3445
H24 3.71 2.60 7.09  0.2456
H25 2.43 2.04 8.29  0.2346
H26 0.55 -1.12 7.05  0.2764
H27 -0.69 -0.64 8.28  0.2599
H28 1.03 -0.22 8.41  0.2375
C11 1.27 -4.32 -0.64  -0.5978
O18 1.34 -4.17 -2.02  -0.3345
P4 2.64 -3.43 -2.69  -0.2352
O19 2.95 -2.10 -2.25  1.2316
O20 3.81 -4.49 -2.38  -0.3053
C12 5.12 -4.17 -2.82  -0.8011
O21 2.47 -3.64 -4.25  -0.0171
C13 2.63 -4.94 -4.79  -0.9454
H29 0.63 -3.57 -0.17  0.0791
H30 2.26 -4.22 -0.20  0.3474
H31 0.97 -5.35 -0.43  0.3604
H32 5.58 -3.92 -1.86  0.2980
H33 5.23 -3.37 -3.55  0.3318
H34 5.61 -5.01 -3.30  0.2837
H35 2.39 -5.75 -4.10  0.3954
H36 3.65 -4.98 -5.17  0.2326
H37 1.75 -4.89 -5.43  0.3482
C14 1.33 -2.05 -6.87  -0.6977
O22 0.38 -2.25 -5.90  -0.2327
P5 -0.09 -0.83 -5.16  0.8195
O23 -0.33 0.26 -6.13  -0.4571
O24 -1.29 -1.17 -4.11  -0.3320
C15 -1.98 0.01 -3.69  -0.8952
O25 1.11 -0.50 -4.09  0.3412
C16 2.34 0.14 -4.60  -0.6912
H38 2.31 -2.47 -6.64  0.2553
H39 1.45 -1.01 -7.18  0.4217
H40 1.02 -2.58 -7.77  0.3164
H41 -3.01 -0.09 -4.01  0.3870
H42 -1.60 0.98 -4.01  0.4083
H43 -2.03 0.06 -2.60  0.2869
H44 2.48 1.08 -4.05  0.2904
H45 2.28 0.34 -5.67  0.4649
H46 3.23 -0.46 -4.41  0.2340

The multiplicity is 2. Its expectation value of S² is 0.76. Its charge is +1. The value obtained for the LUMO energy (spin up / spin down) is -4.080 / -9.984 eV. Its max |F| is 5.40 eV/A.